22
Properties=species:S:1:pos:R:3:forces:R:3 method="wB97M-V/def2-TZVPD" e_above_lowest_kcal_mol=33.8 spin_multiplicity=1 orbital_gap_ev=9.76 total_energy_ha=-495.78372 e_homo_ev=-9.102 smiles="C1=NCCCC1.O=C=O.N" lumo_energy_ev=0.661
C 1.126706 1.414068 0.396266 1.598 1.385 1.464
N 0.017340 0.968279 0.011116 -0.106 0.911 1.179
C -0.042404 -0.412683 -0.171146 -2.080 -3.799 -1.187
C 1.199194 -1.306875 0.190748 -1.583 0.208 0.185
C 2.457031 -0.647050 -0.241760 1.998 0.767 2.041
C 2.506127 0.766782 0.401641 -0.782 -0.937 -0.082
H 1.206541 2.344681 1.027587 -0.663 -0.092 -1.389
H -0.468766 -0.687893 -1.157591 1.099 0.481 -0.371
H -1.001890 -0.842024 0.329128 1.698 0.884 0.360
H 1.113658 -2.271953 -0.310507 -0.267 -0.061 0.218
H 1.156988 -1.456549 1.277546 0.260 -0.107 -0.157
H 3.392696 -1.173243 0.099565 -0.972 0.142 -0.305
H 2.510270 -0.634104 -1.285748 0.031 0.332 -1.762
H 2.677497 0.589514 1.496192 0.507 0.516 -0.805
H 3.244110 1.469865 -0.071563 -0.581 -0.689 0.723
O -2.822605 2.703672 1.385884 0.033 1.703 -0.284
C -3.124465 1.639247 1.677940 0.709 -0.048 -0.281
O -3.341568 0.547660 1.942248 -0.676 -1.634 0.538
N -3.130124 -0.892975 -1.663109 -2.056 1.213 -0.173
H -2.412443 -0.577882 -1.100989 1.828 0.325 1.695
H -3.529612 0.046123 -1.950772 0.488 -2.259 -0.816
H -2.734281 -1.586660 -2.282679 -0.484 0.758 -0.792

---

14
Properties=species:S:1:pos:R:3:forces:R:3 method="wB97M-V/def2-TZVPD" e_above_lowest_kcal_mol=57.6 spin_multiplicity=1 orbital_gap_ev=8.46 total_energy_ha=-249.73338 charge=+1 e_homo_ev=-13.720 smiles="C=C/C=C/C=[NH2+]" lumo_energy_ev=-5.264
C 1.974187 -1.136031 0.262218 1.133 -2.544 1.025
C 1.958483 -0.152093 -0.635188 3.531 -1.605 0.374
C 0.714491 0.349407 -0.790318 -1.306 2.156 -2.191
C -0.190404 0.228978 0.162238 -5.835 1.673 1.080
C -1.556482 0.695848 -0.077738 1.679 -0.731 -2.516
N -2.555781 0.613280 0.723767 1.747 -0.139 0.300
H 2.926453 -1.625042 0.317183 0.346 -0.515 0.537
H 1.144733 -1.675149 0.883143 1.586 1.552 -1.511
H 2.880505 0.091360 -1.264559 -1.641 -0.263 1.029
H 0.557149 0.840846 -1.747691 -0.821 0.243 0.231
H -0.240839 -0.219973 1.129022 1.500 -0.269 0.529
H -1.783004 0.965242 -1.099696 -0.159 0.480 -0.103
H -3.500261 0.717386 0.517007 -1.687 0.553 -0.753
H -2.329231 0.305940 1.620609 -0.072 -0.591 1.969

---

99
Properties=species:S:1:pos:R:3:forces:R:3 method="wB97M-V/def2-TZVPD" e_above_lowest_kcal_mol=268.9 spin_multiplicity=1 orbital_gap_ev=8.68 total_energy_ha=-1792.30089 e_homo_ev=-8.707 smiles=COC[C@H](C)N.COC[C@H](C)N.COC[C@H](C)N.CO.CO.CO.CO.CO.CO.CO.CO lumo_energy_ev=-0.024
C -5.927030 2.019667 -0.062061 -1.052 4.605 -2.977
O -4.919030 3.173667 -0.208061 -3.185 -0.595 -0.869
C -3.746030 2.908667 0.438939 -1.359 -1.722 2.021
C -2.748030 3.950667 0.224939 1.888 1.394 0.253
C -2.412030 4.350667 -1.210061 1.484 -0.873 1.382
N -1.521030 3.588667 0.934939 0.745 -0.294 -1.397
H -7.067030 2.444667 -0.538061 3.755 -1.339 1.412
H -6.040030 1.830667 0.968939 -0.056 -0.732 1.072
H -5.443030 1.332667 -0.724061 -0.507 -1.282 0.077
H -4.029030 2.757667 1.535939 0.941 0.534 -0.687
H -3.345030 1.947667 0.173939 0.496 -0.927 -0.631
H -3.080030 4.828667 0.707939 -0.957 1.170 0.574
H -3.322030 4.351667 -1.650061 -2.874 0.493 -2.021
H -1.891030 3.503667 -1.602061 0.701 -0.403 -0.652
H -1.867030 5.287667 -1.413061 -0.209 -0.431 0.633
H -1.224030 4.427667 1.333939 1.053 1.255 0.961
H -1.585030 2.917667 1.655939 -0.725 -0.697 1.039
C -0.402030 -7.500333 1.587939 -1.686 -1.550 -2.314
O -0.261030 -6.664333 0.446939 -1.096 1.217 1.140
C -0.661030 -5.271333 0.815939 2.296 -2.272 -2.452
C -0.444030 -4.447333 -0.454061 0.241 2.757 1.083
C 1.025970 -4.319333 -0.932061 -0.184 -2.473 3.254
N -1.073030 -3.089333 -0.221061 2.784 0.215 -1.277
H -1.447030 -7.671333 1.858939 -0.371 1.173 0.625
H 0.221970 -7.259333 2.403939 0.772 0.269 0.926
H -0.312030 -8.521333 1.213939 1.316 -0.096 0.069
H -1.703030 -5.162333 0.993939 -0.921 -0.412 0.982
H 0.043970 -5.098333 1.631939 -0.505 1.062 0.143
H -1.077030 -4.747333 -1.270061 -0.065 -1.147 -0.244
H 1.260970 -5.295333 -1.340061 0.155 -0.191 -0.370
H 1.726970 -4.291333 -0.019061 -0.979 0.540 -1.291
H 1.232970 -3.590333 -1.642061 0.196 1.536 -1.048
H -0.792030 -2.537333 0.557939 1.357 0.065 0.773
H -2.012030 -3.101333 -0.036061 -3.066 -0.820 0.028
C 2.232970 4.886667 -3.870061 3.510 -2.951 -5.197
O 2.897970 4.599667 -2.656061 -0.472 2.341 -2.160
C 2.333970 3.528667 -2.048061 3.811 -0.989 3.223
C 3.034970 3.384667 -0.611061 -0.970 2.956 -0.585
C 4.570970 3.892667 -0.487061 -2.927 -2.730 3.801
N 2.759970 2.038667 -0.100061 4.178 0.728 3.231
H 2.265970 3.916667 -4.650061 -0.589 1.409 2.458
H 2.773970 5.450667 -4.749061 -0.155 0.135 2.759
H 1.256970 5.213667 -3.889061 -2.250 0.750 0.864
H 1.350970 3.502667 -1.829061 -3.849 1.144 0.547
H 2.413970 2.641667 -2.555061 1.031 -2.323 -1.954
H 2.327970 4.172667 -0.105061 1.679 -1.018 0.042
H 4.760970 4.794667 -0.927061 0.431 1.888 -1.998
H 5.219970 3.039667 -0.710061 0.190 0.532 -0.078
H 4.652970 4.214667 0.638939 0.157 -1.103 -1.677
H 1.796970 2.030667 0.015939 -2.284 -0.639 0.200
H 3.205970 1.954667 0.968939 -1.458 0.162 -3.749
C -3.678030 -1.779333 -1.776061 0.035 -2.606 -4.560
O -4.970030 -2.348333 -1.717061 -0.827 -2.012 0.637
H -2.938030 -2.657333 -1.816061 -0.653 1.808 -0.067
H -3.517030 -1.182333 -0.959061 0.629 1.724 1.838
H -3.719030 -1.246333 -2.807061 1.006 -0.352 1.943
H -4.862030 -3.332333 -1.733061 -0.406 1.510 0.041
C 3.602970 -1.676333 1.027939 0.502 2.140 -5.182
O 4.459970 -1.116333 1.893939 1.624 0.237 1.921
H 2.684970 -0.943333 0.746939 2.362 -1.527 -0.341
H 3.167970 -2.510333 1.318939 -2.404 -3.847 2.676
H 4.273970 -2.276333 0.175939 -1.764 2.440 0.852
H 4.282970 -0.196333 2.066939 -0.301 0.409 0.011
C -0.340030 0.388667 0.050939 -1.769 -1.207 0.662
O -0.170030 1.640667 -0.508061 0.717 -0.264 -2.059
H -1.451030 0.039667 0.125939 1.001 1.330 1.071
H 0.232970 0.357667 1.051939 -0.897 -0.872 -1.495
H -0.223030 -0.426333 -0.718061 1.677 0.944 0.702
H -0.297030 2.445667 0.003939 -1.000 0.015 0.948
C -1.906030 0.740667 3.471939 0.762 -1.813 1.186
O -2.086030 2.133667 3.747939 0.286 -0.307 -0.223
H -0.850030 0.465667 3.242939 -0.220 0.401 0.811
H -2.301030 0.347667 2.509939 -0.838 1.020 0.699
H -2.278030 0.070667 4.369939 0.633 1.254 -1.835
H -1.435030 2.445667 4.411939 -0.581 -0.627 -0.632
C 2.248970 1.481667 3.374939 4.459 9.309 3.567
O 3.570970 1.369667 2.881939 -5.501 -8.338 -3.008
H 1.976970 2.481667 2.904939 -1.197 -1.517 0.414
H 2.288970 1.818667 4.563939 -0.073 -1.119 -2.666
H 1.627970 0.740667 3.337939 -3.037 -4.686 -1.139
H 4.129970 1.959667 3.114939 5.372 6.515 2.951
C 0.514970 -2.322333 2.976939 1.062 8.280 -2.721
O -0.816030 -2.311333 2.784939 -4.000 -1.471 1.240
H 1.122970 -1.816333 2.126939 -1.377 -1.720 0.423
H 0.923970 -3.099333 3.324939 3.034 -6.597 2.075
H 0.797970 -1.538333 3.664939 -0.007 0.426 1.206
H -1.286030 -2.736333 3.591939 1.234 1.130 -2.131
C -0.665030 -2.758333 -3.763061 0.503 -2.017 0.630
O -0.546030 -1.744333 -2.848061 0.795 2.112 0.526
H 0.220970 -2.891333 -4.434061 -0.902 0.322 0.303
H -1.624030 -2.666333 -4.219061 -0.515 -0.093 -1.294
H -0.744030 -3.632333 -3.087061 0.151 -0.630 -1.182
H -0.695030 -2.192333 -2.017061 -0.049 0.392 1.148
C 2.538970 -0.205333 -2.737061 0.841 1.960 2.364
O 3.787970 0.322667 -2.152061 -2.822 1.638 1.080
H 1.600970 0.329667 -2.646061 0.294 2.000 -0.557
H 2.044970 -0.996333 -2.283061 0.532 -2.824 1.446
H 2.810970 -0.422333 -3.683061 0.244 -0.786 -3.309
H 3.463970 1.125667 -1.565061 0.968 -2.405 -0.911

---

130
Properties=species:S:1:pos:R:3:forces:R:3 method="wB97M-V/def2-TZVPD" e_above_lowest_kcal_mol=7.8 spin_multiplicity=1 orbital_gap_ev=5.87 total_energy_ha=-9815.09738 charge=-1 e_homo_ev=-3.877 lumo_energy_ev=1.990
Zr -0.864190 -0.331967 -0.192900 1.314 1.852 -0.924
O 1.202410 -1.728836 -0.422859 0.050 -0.538 -0.187
S 1.295295 -2.895589 -1.359360 0.879 -0.011 -0.018
C 2.691545 -2.544562 -2.507940 -0.151 0.266 0.011
C 3.939770 -1.853294 -1.939658 -0.205 0.120 0.111
C 3.712758 -0.488035 -1.259353 0.024 -0.092 -0.161
C 3.078496 0.575347 -2.155873 -0.142 -0.112 0.196
S 1.808917 1.569770 -1.273352 0.733 -0.211 0.052
O 1.289558 0.660672 -0.188314 0.168 0.261 -0.097
C 2.894377 2.628504 -0.290394 -0.090 0.016 0.201
C 2.280471 3.126699 0.857448 -0.194 -0.023 0.016
C 2.994484 3.917186 1.741798 0.070 0.052 -0.036
C 4.327598 4.216033 1.484092 0.008 -0.005 -0.055
C 4.932115 3.738320 0.329704 -0.039 0.028 -0.011
C 4.216580 2.948646 -0.564843 -0.005 0.018 -0.073
C 2.206656 -4.127938 -0.410896 -0.031 -0.025 0.158
C 2.315953 -5.425557 -0.895109 -0.044 0.023 -0.056
C 3.011127 -6.373329 -0.157208 0.035 0.024 -0.020
C 3.591857 -6.019787 1.056347 -0.010 0.028 -0.004
C 3.465409 -4.723129 1.539042 -0.016 -0.014 -0.074
C 2.767202 -3.770246 0.806446 -0.071 0.051 0.031
H 2.220717 -1.950410 -3.292323 0.017 -0.025 0.005
H 2.951642 -3.521546 -2.924563 -0.026 0.042 -0.010
H 4.645063 -1.740195 -2.769525 0.013 -0.077 -0.016
H 4.409474 -2.512270 -1.205628 0.046 -0.035 -0.025
H 4.657018 -0.124706 -0.846987 0.059 -0.017 -0.091
H 3.044235 -0.660409 -0.425831 -0.044 0.073 0.165
H 2.470265 0.137667 -2.942802 0.032 -0.069 -0.082
H 3.799929 1.252244 -2.615907 -0.103 0.025 -0.005
H 1.239592 2.874740 1.047733 0.163 -0.010 0.037
H 2.510862 4.302577 2.631013 -0.012 -0.041 -0.029
H 4.895270 4.827514 2.175990 -0.037 -0.014 -0.014
H 5.966970 3.979111 0.116920 -0.020 -0.012 0.008
H 4.708225 2.594404 -1.462614 -0.023 -0.010 0.076
H 1.856380 -5.692932 -1.844304 0.013 0.001 0.104
H 3.095063 -7.389272 -0.525435 0.006 0.042 0.007
H 4.140568 -6.760025 1.627194 -0.050 0.020 -0.005
H 3.903048 -4.448443 2.491992 -0.022 -0.015 -0.044
H 2.620823 -2.760995 1.176382 -0.004 -0.097 -0.017
N 5.660612 0.335855 4.751115 -0.115 -0.130 -0.143
C 4.364758 0.048998 4.305548 0.052 -0.007 -0.004
C 3.990294 0.337783 2.991230 0.066 -0.004 -0.003
C 2.729858 -0.000308 2.536152 -0.116 -0.021 0.015
C 1.822413 -0.621236 3.386948 0.024 0.347 -0.119
C 2.181758 -0.908080 4.693967 -0.188 0.003 0.044
C 3.446257 -0.575984 5.149591 0.154 -0.054 0.042
S 0.188986 -1.013665 2.818688 0.260 -0.481 0.415
O -0.592697 -1.291187 3.991795 -0.100 0.282 0.070
O 0.335947 -2.132002 1.904320 0.244 0.362 0.182
N -0.310928 0.258176 1.927098 -0.439 -0.374 0.898
C -1.485447 0.859953 2.368374 -0.180 0.347 0.563
N -1.651858 1.242718 3.639983 0.053 -0.054 -0.190
C -2.891016 1.568423 3.990868 0.159 0.026 0.015
C -3.956375 1.547401 3.106316 0.038 0.047 0.080
C -3.641201 1.288348 1.786262 -0.032 0.212 -0.601
N -2.408296 0.994899 1.403080 0.750 -0.463 0.587
H 6.149709 1.022845 4.202830 0.012 0.080 0.024
H 5.754965 0.484625 5.740425 -0.014 0.049 0.073
H 4.685696 0.853503 2.331641 -0.069 -0.071 0.040
H 2.418390 0.242697 1.528657 0.022 0.032 -0.033
H 1.451999 -1.369900 5.349057 0.067 0.041 -0.023
H 3.736258 -0.803166 6.171239 -0.048 0.004 -0.048
H -3.022733 1.865417 5.029307 -0.031 -0.030 -0.074
H -4.969382 1.762065 3.415162 0.037 0.023 -0.012
H -4.372126 1.323954 0.985182 -0.014 -0.018 -0.016
C -2.939345 -0.643624 -4.973411 0.053 -0.377 0.118
Si -3.291074 0.605459 -3.596421 -0.100 0.229 -0.402
C -2.172766 2.041186 -4.020731 0.226 0.308 0.261
C -5.029612 1.283122 -3.894592 -0.256 -0.131 0.243
As -3.208462 -0.165318 -1.385640 -1.642 -0.001 -0.944
Si -3.971469 -2.280017 -2.025265 -0.717 -0.391 -0.080
C -4.699896 -3.217300 -0.529572 0.253 0.128 0.367
C -2.922239 -3.512492 -3.016648 0.357 0.140 -0.050
C -5.563113 -2.087403 -3.054345 0.020 0.375 -0.196
H -2.913596 -0.148345 -5.952324 -0.038 0.024 0.146
H -3.691184 -1.439735 -5.007755 0.224 0.153 -0.121
H -1.964288 -1.110702 -4.793040 -0.100 0.055 -0.081
H -2.193991 2.253626 -5.097075 -0.093 -0.075 0.112
H -1.151975 1.786124 -3.740943 0.089 0.067 -0.030
H -2.476640 2.940690 -3.473627 0.082 -0.087 -0.065
H -5.104916 1.843924 -4.834411 0.073 -0.083 0.075
H -5.276600 1.953288 -3.061531 0.001 -0.032 -0.159
H -5.773849 0.477924 -3.902344 0.070 0.225 -0.030
H -4.548499 -2.657663 0.400571 -0.041 -0.120 -0.046
H -4.271359 -4.216095 -0.395704 -0.029 0.060 -0.027
H -5.781421 -3.330534 -0.658517 0.102 0.022 -0.057
H -1.857059 -3.295245 -2.888010 -0.060 -0.071 -0.038
H -3.151764 -3.437969 -4.085803 0.027 -0.031 0.157
H -3.105079 -4.544421 -2.693483 -0.041 0.116 0.009
H -6.219922 -1.369220 -2.546396 0.001 -0.176 -0.074
H -6.088969 -3.047267 -3.137128 0.126 0.074 0.051
H -5.380625 -1.703862 -4.065800 -0.166 -0.146 0.236
Cl -0.060635 -0.502413 -2.659731 -0.089 0.084 -0.598
C 1.106263 8.064362 0.423390 -0.062 -0.131 -0.038
C 0.461551 6.728800 0.135746 0.052 0.093 0.092
C -0.477215 6.180571 0.998939 0.008 -0.028 0.020
C -1.103469 4.965971 0.736314 0.032 -0.072 0.059
C -2.094332 4.445624 1.748014 0.068 -0.029 -0.098
C -0.786019 4.250911 -0.434347 0.051 0.110 -0.097
C 0.151579 4.806922 -1.322428 -0.144 0.024 0.184
C 0.493337 4.212279 -2.659574 -0.032 0.175 -0.054
C 0.763260 6.021758 -1.012858 0.009 -0.023 -0.055
C -1.548492 2.936357 -0.705761 0.552 -0.241 0.136
O -2.759880 3.004140 -0.828785 0.146 -0.150 -0.105
O -0.802292 1.860567 -0.716743 -0.907 0.751 0.064
H 0.785376 8.447690 1.393331 0.035 0.007 -0.034
H 0.830385 8.797423 -0.339667 0.031 -0.010 0.050
H 2.196307 7.985267 0.427266 -0.037 0.006 0.007
H -0.741664 6.718830 1.906469 0.016 -0.051 -0.047
H -2.341393 5.221900 2.473647 0.026 -0.020 -0.005
H -1.673806 3.595788 2.293270 -0.063 0.016 -0.012
H -3.004355 4.112003 1.256023 -0.030 -0.031 0.023
H 0.113144 3.213557 -2.761386 -0.115 -0.392 -0.097
H 1.578679 4.200793 -2.804647 -0.075 -0.018 -0.026
H 0.055861 4.818267 -3.458634 0.034 -0.011 0.028
H 1.487241 6.430825 -1.716418 -0.061 -0.037 0.037
Br -3.606745 -3.079891 3.431499 0.112 0.194 -0.191
C -2.634405 -4.273563 2.333968 0.094 -0.053 -0.324
C -2.683380 -5.603969 2.740105 -0.003 0.112 -0.017
C -2.049259 -6.591916 2.009002 0.021 -0.085 0.031
C -1.347854 -6.260467 0.861946 0.112 -0.097 -0.087
C -1.299365 -4.941197 0.454334 0.000 -0.018 -0.056
C -1.942250 -3.926183 1.161398 0.030 0.059 0.133
C -1.797663 -2.554738 0.571264 -0.924 -0.403 0.216
O -2.227098 -1.513087 1.133594 0.138 -0.722 0.098
O -1.259655 -2.412902 -0.572310 -0.225 -1.029 0.421
H -3.233478 -5.854700 3.636452 0.002 0.010 -0.004
H -2.106403 -7.623622 2.338950 0.006 0.066 0.000
H -0.838684 -7.028659 0.289097 -0.036 0.088 0.028
H -0.762805 -4.659464 -0.443707 -0.078 -0.041 0.034